{"formula": "C30H37NO4", "method": "ωB97M-V/def2-TZVPD", "de_lowest_kj_mol": 134.6, "total_energy_ev": -41387.97884, "orbital_gap_ev": 4.63, "total_charge": 0, "elements": ["C", "C", "O", "C", "C", "C", "C", "C", "C", "C", "C", "C", "O", "O", "C", "C", "O", "H", "H", "H", "H", "H", "H", "H", "H", "H", "H", "H", "H", "H", "H", "H", "H", "H", "H", "H", "H", "H", "C", "N", "C", "C", "C", "C", "C", "C", "C", "C", "C", "C", "C", "C", "C", "C", "C", "C", "H", "H", "H", "H", "H", "H", "H", "H", "H", "H", "H", "H", "H", "H", "H", "H"], "xyz": [[2.986274, -2.539267, 3.619009], [1.505320, -2.418885, 3.439593], [1.324901, -1.191908, 2.720378], [0.026844, -0.995925, 2.434181], [-0.347300, 0.357041, 1.953444], [-1.772369, 0.735922, 2.298326], [-2.811671, -0.201395, 1.699856], [-4.218628, 0.241776, 2.069625], [-4.431449, 0.360897, 3.582451], [-3.327953, 1.126877, 4.314292], [-1.918923, 0.802834, 3.826401], [0.492328, 1.550735, 2.202833], [0.021290, 2.684659, 2.158657], [1.794109, 1.374894, 2.482702], [2.317766, 2.583132, 3.052276], [3.774222, 2.350062, 3.272687], [-0.782092, -1.917237, 2.519393], [3.223072, -3.501824, 4.077335], [3.507902, -2.479656, 2.656225], [3.353983, -1.737236, 4.270052], [1.095938, -3.266506, 2.879873], [0.970235, -2.302984, 4.393030], [-1.930283, 1.740683, 1.889017], [-2.674402, -0.235123, 0.609572], [-2.602319, -1.202998, 2.092153], [-4.412979, 1.220127, 1.617493], [-4.940854, -0.455824, 1.634705], [-5.391206, 0.855404, 3.774505], [-4.510493, -0.650428, 4.001653], [-3.510169, 2.205228, 4.218387], [-3.375479, 0.909307, 5.387036], [-1.616853, -0.182357, 4.208779], [-1.201883, 1.539532, 4.215445], [2.154001, 3.416634, 2.367618], [1.761062, 2.745463, 3.981872], [4.251951, 3.302289, 3.504789], [3.928221, 1.671080, 4.115524], [4.250504, 1.936349, 2.379556], [5.643192, -0.260459, -0.058370], [4.305869, -0.214029, -0.630004], [3.143238, -0.234176, 0.069233], [2.028512, -0.302768, -0.817172], [0.676050, -0.156507, -0.533747], [-0.333688, -0.357510, -1.556569], [-0.715379, 0.645839, -2.485656], [-1.491769, 0.330384, -3.595557], [-2.000826, -0.963063, -3.761057], [-2.849410, -1.295205, -4.951628], [-1.735072, -1.926557, -2.781087], [-0.959002, -1.619374, -1.677509], [2.639986, -0.465526, -2.155813], [2.135955, -0.654724, -3.431243], [2.960895, -0.389640, -4.533506], [4.325436, -0.099880, -4.352214], [4.894272, -0.096409, -3.070359], [4.033798, -0.298335, -1.998837], [6.362015, 0.158563, -0.772640], [5.659259, 0.332418, 0.864015], [5.946406, -1.294913, 0.178953], [3.149143, -0.135917, 1.147116], [0.322188, 0.044346, 0.497725], [-0.357457, 1.661769, -2.315187], [-1.691741, 1.098555, -4.346343], [-3.215214, -2.323863, -4.880947], [-3.733070, -0.648182, -5.024360], [-2.303215, -1.192419, -5.899659], [-2.146773, -2.925281, -2.897593], [-0.770538, -2.360505, -0.906646], [1.119182, -1.018313, -3.556625], [2.534501, -0.389239, -5.538949], [4.949015, 0.101409, -5.223859], [5.949591, 0.099340, -2.891608]], "atomic_forces_ev_per_a": [[0.5, -0.1, 0.4], [0.2, 0.1, -0.1], [0.3, -0.6, 0.0], [-1.7, 1.9, -0.8], [1.1, 0.1, 2.5], [-0.5, 0.0, -0.5], [-0.1, -0.1, 0.2], [0.0, 0.3, -0.1], [-0.1, -0.3, 0.0], [0.1, 0.3, 0.0], [0.0, -0.2, -0.1], [-2.2, -1.0, -0.4], [0.5, -0.1, 0.0], [0.7, 0.4, 0.0], [0.1, -0.2, -0.3], [0.5, 0.0, 0.5], [0.8, -0.1, 0.2], [0.1, 0.1, 0.0], [-0.1, 0.0, 0.1], [0.1, -0.2, -0.2], [0.0, 0.2, 0.2], [0.2, -0.4, -0.2], [-0.2, -0.2, 0.1], [-0.1, 0.0, 0.1], [-0.4, 0.2, -0.3], [0.0, 0.1, -0.1], [-0.1, 0.1, 0.1], [0.0, -0.1, 0.0], [0.1, 0.1, 0.0], [0.0, -0.1, -0.1], [-0.1, 0.1, 0.0], [-0.1, 0.1, 0.1], [-0.2, -0.1, 0.0], [-0.1, -0.1, 0.2], [0.2, 0.3, -0.1], [0.2, 0.0, 0.1], [0.2, 0.0, -0.2], [0.0, 0.0, 0.0], [0.3, 0.0, 0.3], [-1.6, -0.3, 1.3], [1.3, 0.6, -0.5], [-0.8, -0.5, -0.9], [2.3, -0.8, -1.1], [-1.3, 0.0, -1.4], [0.6, -0.4, 0.5], [0.0, -0.1, 0.4], [0.2, 0.1, 0.1], [-0.3, -0.2, -0.3], [-0.2, 0.5, -0.3], [0.9, 0.4, 0.4], [0.8, 0.1, 0.2], [-0.1, 0.1, -0.6], [0.2, -0.2, 0.4], [-0.1, -0.1, 0.2], [-0.2, -0.1, -0.1], [-0.8, 0.3, -0.8], [-0.3, -0.1, 0.3], [0.0, -0.2, -0.3], [-0.2, 0.4, -0.2], [-0.2, -0.1, 0.0], [-0.3, 0.2, 0.4], [0.0, -0.2, -0.3], [-0.1, -0.2, 0.3], [0.1, 0.1, -0.1], [0.2, 0.0, 0.1], [0.0, 0.0, 0.2], [0.0, 0.1, 0.1], [0.0, 0.0, -0.1], [0.1, 0.5, -0.2], [0.2, -0.2, 0.3], [-0.1, 0.0, 0.3], [-0.2, -0.1, -0.3]]}